Record 1
C24H36LiO18 | wB97M-V/def2-TZVPD

Geometry as XYZ:
```
79
C24H36LiO18 wB97M-V/def2-TZVPD
O -32.262 -80.215 18.611
O -30.508 -80.229 17.382
O -27.050 -77.638 16.466
O -33.703 -76.482 20.434
O -31.525 -76.196 19.663
O -28.910 -77.238 21.219
O -28.986 -75.124 18.671
O -26.521 -79.365 17.508
O -30.610 -78.820 19.266
O -30.449 -76.899 16.972
O -27.643 -77.738 18.587
O -31.366 -78.005 15.337
O -28.629 -79.010 22.461
O -31.372 -75.892 15.208
O -28.534 -73.309 19.769
O -33.189 -76.936 18.377
O -29.781 -73.175 17.973
O -27.569 -77.120 23.045
C -27.866 -79.268 23.682
C -27.862 -77.465 25.388
C -32.592 -81.182 17.625
C -35.729 -75.499 19.624
C -26.125 -79.765 16.234
C -34.514 -77.341 18.342
C -33.768 -80.509 16.867
C -27.081 -78.206 17.605
C -27.190 -77.973 24.080
C -34.951 -76.667 19.684
C -27.150 -80.733 15.629
C -28.862 -71.867 19.587
C -26.182 -78.369 15.537
C -31.071 -76.929 15.935
C -31.358 -81.120 16.780
C -29.050 -73.992 18.784
C -31.715 -77.871 13.990
C -29.655 -71.889 18.281
C -32.757 -76.602 19.506
C -27.532 -71.082 19.588
C -31.898 -76.381 13.975
C -28.392 -77.768 22.212
C -33.104 -78.353 13.777
C -31.084 -79.683 18.517
Li -29.591 -77.088 19.023
H -34.520 -78.378 18.385
H -28.436 -79.693 24.358
H -35.459 -77.324 20.373
H -32.967 -76.178 13.890
H -28.212 -80.538 15.780
H -31.313 -75.850 13.026
H -26.835 -81.596 15.945
H -33.394 -78.150 12.903
H -34.030 -81.152 15.832
H -29.489 -71.227 17.464
H -27.197 -79.948 23.254
H -32.993 -82.286 18.096
H -27.373 -76.460 25.656
H -29.632 -71.639 20.393
H -30.840 -82.013 16.878
H -36.277 -75.123 20.553
H -27.513 -70.050 19.333
H -28.862 -77.009 25.387
H -26.786 -71.636 19.026
H -25.245 -80.127 16.177
H -31.394 -80.773 15.749
H -35.215 -74.625 19.087
H -31.034 -78.040 13.275
H -26.560 -78.447 14.543
H -36.704 -75.577 18.915
H -26.070 -78.192 23.975
H -27.122 -80.811 14.701
H -30.768 -71.687 18.612
H -27.162 -71.081 20.569
H -33.923 -78.088 14.516
H -27.712 -78.261 26.116
H -34.467 -80.297 17.583
H -25.196 -77.875 15.426
H -35.114 -77.083 17.555
H -33.633 -79.461 16.505
H -33.347 -79.371 13.814
```

Output
energy above the lowest of the compared OMol25 structures with the same formula, charge and spin	38.94	kcal/mol
net charge	+1
HOMO energy	-11.89	eV

Atom charges from the Löwdin analysis, given in e for atoms 1 to 8: 0.09, 0.06, 0.12, 0.14, 0.02, 0.08, 0.16, 0.14


Record 2
C24H36N3RuSi2Te | wB97M-V/def2-TZVPD

Geometry as XYZ:
```
67
C24H36N3RuSi2Te wB97M-V/def2-TZVPD
Te -1.080 2.262 1.092
Ru 0.230 -0.317 0.951
Si -0.461 -3.380 1.091
Si -1.451 -1.349 -1.519
N 0.062 -0.414 3.191
N 1.357 0.135 2.888
N 1.864 -0.931 -0.138
C -3.796 4.453 -1.350
C -0.649 -4.965 0.129
C 3.344 -2.529 -1.768
C 3.119 3.126 0.260
C -0.585 0.004 -2.483
C 1.294 -1.991 -0.725
C 2.004 -2.833 -1.567
C 3.160 -0.631 -0.313
C 1.248 3.774 2.227
C 3.928 -1.428 -1.138
C -1.225 3.423 -1.766
C 1.072 -3.447 2.194
C -3.189 3.715 -0.345
C 3.471 3.952 1.320
C 0.896 2.953 1.154
C -0.114 -1.965 -0.227
C -3.130 4.670 -2.547
C -1.901 3.216 -0.563
C -2.017 -2.935 2.037
C -1.852 4.157 -2.756
C 2.541 4.274 2.301
C -2.926 -0.701 -0.548
C -1.888 -2.814 -2.589
C 1.831 2.617 0.172
H 1.537 -3.682 -2.044
H 1.796 -4.151 1.781
H -3.607 5.249 -3.327
H 3.543 0.239 0.204
H -1.306 0.534 -3.107
H -2.906 -3.163 1.448
H 2.816 4.934 3.112
H -0.895 -5.754 0.844
H 0.275 -5.262 -0.367
H -2.676 -0.190 0.391
H -0.461 0.141 3.864
H 3.845 2.895 -0.508
H 1.627 -2.511 2.317
H 4.972 -1.195 -1.290
H 0.812 -3.823 3.186
H 4.471 4.359 1.376
H 0.520 4.063 2.976
H -3.618 -1.498 -0.278
H -4.786 4.859 -1.195
H -2.110 -1.889 2.347
H 3.945 -3.152 -2.417
H 0.192 -0.388 -3.139
H -0.227 3.045 -1.932
H 1.562 1.987 -0.670
H -2.515 -2.461 -3.411
H -1.014 -3.287 -3.036
H -2.460 -3.567 -2.052
H -0.118 0.757 -1.839
H 1.417 1.120 3.139
H -1.346 4.339 -3.694
H -3.715 3.547 0.587
H -2.079 -3.545 2.940
H 0.161 -1.361 3.553
H -1.449 -4.934 -0.604
H 2.117 -0.371 3.337
H -3.476 0.019 -1.156
```

Output
spin multiplicity	5
energy above the lowest of the compared OMol25 structures with the same formula, charge and spin	1.30	kcal/mol
net charge	+3
HOMO energy (spin up / spin down)	-17.25 / -17.41	eV

Atom charges from the natural (NBO) analysis, given in e for atoms 1 to 8: 0.96, 1.09, 1.63, 1.64, -0.66, -0.65, -0.51, -0.20


Record 3
C24H36N4O2S | wB97M-V/def2-TZVPD

Geometry as XYZ:
```
67
C24H36N4O2S wB97M-V/def2-TZVPD
S 0.485 0.476 -0.387
O -3.526 4.527 1.861
O 0.680 -3.394 -1.887
N -0.283 -3.473 0.564
N -1.985 2.418 3.358
N -0.862 1.558 1.585
N 2.195 -1.515 -2.499
C -1.522 1.314 2.682
C -0.164 -2.198 0.528
C -1.371 -1.194 2.670
C 2.952 -0.446 -2.194
C 1.009 -2.215 -1.699
C 1.122 -2.723 -4.637
C -4.037 3.171 2.409
C 2.352 -2.262 -3.539
C -2.003 -0.072 3.352
C -3.384 2.835 3.485
C -1.289 3.612 2.877
C 3.247 2.020 -2.303
C 0.896 -1.450 -5.391
C 1.719 -0.933 -6.389
C -0.866 -1.018 1.326
C -2.294 -0.120 4.714
C -1.777 -2.530 3.109
C -1.778 4.280 1.803
C 4.888 1.871 -2.487
C -0.343 0.306 0.982
C -2.247 -2.639 4.565
C 2.460 0.708 -2.820
C -1.958 -1.432 5.432
C 0.512 -1.358 -0.504
H 1.938 -1.545 -7.086
H -4.002 2.532 1.368
H -0.815 -3.120 3.296
H 2.713 0.763 -4.113
H 3.952 -0.814 -2.254
H 5.140 1.773 -3.602
H -0.898 -1.132 5.432
H 5.377 2.879 -2.257
H -0.021 -3.660 -0.252
H -1.824 3.617 0.727
H -2.158 -3.406 5.125
H -3.546 3.526 4.488
H -5.002 3.750 2.435
H 5.254 1.132 -1.928
H 1.457 1.001 -2.880
H -2.493 -1.514 6.432
H 3.247 2.104 -1.443
H 2.671 -3.515 -3.203
H 3.397 -1.898 -3.842
H 2.907 2.855 -2.960
H -3.374 -2.461 4.395
H -1.290 5.154 1.445
H -0.132 -1.427 -5.668
H -0.148 3.266 2.615
H 1.648 -3.389 -5.408
H 2.574 -0.718 -5.860
H 1.370 -0.010 -6.860
H -1.043 -3.809 1.184
H 0.796 -0.635 -4.415
H -3.896 1.861 3.755
H -2.420 -3.082 2.390
H 0.349 -3.019 -4.164
H -2.226 0.831 5.277
H 2.684 -0.218 -1.103
H -3.783 -0.266 4.532
H -1.235 4.468 3.839
```

Output
energy above the lowest of the compared OMol25 structures with the same formula, charge and spin	498.71	kcal/mol
HOMO energy	-7.52	eV

Atom charges from the natural (NBO) analysis, given in e for atoms 1 to 8: 0.52, -0.61, -0.64, -0.75, -0.47, -0.51, -0.51, 0.46


- What is the formula in the first record?
  C24H36LiO18


- The lowest energy above the lowest of the compared OMol25 structures with the same formula, charge and spin belongs to which entry?
  C24H36N3RuSi2Te